ORCA calculation (ωB97M-V with the def2-TZVPD basis set) on a single C4H4O4 molecule.

Summary:
SMILES: O=C1COC(=O)[C@H]1O
Total energy (a.u.): -455.7044
Total charge: 0
Orbital gap (Eh): 0.368
Max |F| (eV/A): 8.62
Energy above the lowest of the compared OMol25 structures with the same formula, charge and spin (eV): 2.957
HOMO energy (eV): -9.88

Each line ends with the natural charge from an NBO analysis.
Atoms and positions in Å:
O -2.08143 0.72878 -0.54409  -0.477
C -1.14513 0.14843 -0.04859  0.529
C -0.73793 -1.33723 -0.08249  -0.189
O 0.60493 -1.45089 -0.12990  -0.465
C 1.11090 -0.21778 -0.24317  0.753
O 2.15616 0.09612 -0.52567  -0.536
C 0.19117 0.90037 0.23433  -0.074
O 0.35994 2.10633 -0.18238  -0.627
H -1.23641 -1.96766 -0.88867  0.218
H -0.98732 -1.89871 0.83029  0.211
H 0.39915 0.76125 1.42662  0.165
H 1.36596 2.13097 0.15372  0.493

=====

ORCA calculation (ωB97M-V with the def2-TZVPD basis set) on a single C5H8N2O2 molecule.

Summary:
SMILES: C[C@]12CONC(=O)[C@@H]1N2
Total energy (a.u.): -455.1521
Total charge: 0
Orbital gap (Eh): 0.364
Max |F| (eV/A): 2.42
Energy above the lowest of the compared OMol25 structures with the same formula, charge and spin (eV): 5.616
HOMO energy (eV): -9.19

Each line ends with the natural charge from an NBO analysis.
Atoms and positions in Å:
C 0.55701 -0.82621 1.35144  -0.634
C 0.76618 -0.28706 -0.03406  0.037
C 0.95416 1.20135 -0.16955  -0.085
O -0.33424 1.78191 -0.41383  -0.397
N -1.39073 1.04728 0.28847  -0.389
C -1.61613 -0.29376 -0.24993  0.664
O -2.62289 -0.91664 -0.05759  -0.537
C -0.37431 -0.58461 -1.02204  -0.200
N 0.80576 -1.47729 -0.92377  -0.524
H -0.20208 -1.61159 1.32939  0.234
H 1.53007 -1.38684 1.65903  0.226
H 0.35184 -0.01933 2.12064  0.225
H 1.48324 1.43513 -1.10677  0.203
H 1.47658 1.58785 0.67245  0.194
H -2.28418 1.61835 0.26271  0.400
H -0.38342 0.05196 -1.90462  0.217
H 1.28313 -1.32052 -1.80197  0.364

=====

ORCA calculation (ωB97M-V with the def2-TZVPD basis set) on 7 unconnected molecules or ions with the total composition C36H93N6O7.

Summary:
Total energy (a.u.): -2280.6976
Total charge: +5
Orbital gap (Eh): 0.395
Max |F| (eV/A): 3.17
HOMO energy (eV): -20.44

Each line ends with the Löwdin charge.
Atoms and positions in Å:
C -5.76634 0.97098 20.15974  -0.077
C -5.01368 2.23138 19.84413  -0.209
C -5.96566 3.24994 19.18311  -0.088
N -5.21678 4.57234 18.65762  -0.188
C -4.45993 5.27688 19.84963  -0.067
C -5.29451 5.99213 20.97844  -0.139
C -6.43031 6.85935 20.36395  -0.128
C -7.24163 6.08019 19.24119  -0.148
C -6.41980 5.40753 18.13401  -0.095
C -4.33679 4.18761 17.48277  0.031
H -5.22328 0.13895 20.60797  0.100
H -6.14188 0.58300 19.21288  0.057
H -6.66530 1.10415 20.76160  0.056
H -4.10644 1.98366 19.29310  0.128
H -4.67983 2.76376 20.73476  0.088
H -6.79556 3.53811 19.82835  0.110
H -6.40860 2.74079 18.32714  0.095
H -3.65137 4.65963 20.24119  0.125
H -3.84994 6.09295 19.46228  0.139
H -5.76369 5.12382 21.44103  0.076
H -4.63273 6.51848 21.66627  0.131
H -7.06673 7.03691 21.23086  0.113
H -6.11365 7.81187 19.93906  0.125
H -7.97350 5.41794 19.70366  0.070
H -7.92663 6.78374 18.76801  0.122
H -7.00969 4.70486 17.54547  0.121
H -6.09196 6.24022 17.51173  0.141
H -4.66949 3.39623 16.81112  0.104
H -3.40919 3.82867 17.92864  0.110
H -4.16923 5.09729 16.90614  0.117
C -8.97222 -3.24638 24.16632  0.052
N -9.59165 -2.78058 22.79572  -0.301
C -8.37427 -2.49963 21.85649  0.023
C -10.39650 -3.94833 22.20894  0.042
C -10.48147 -1.45565 22.80536  -0.056
C -9.86983 -0.22705 23.50297  -0.244
O -8.77211 0.20563 22.78842  -0.099
H -9.71813 -3.50713 24.91713  0.116
H -8.26928 -2.50071 24.53776  0.095
H -8.38032 -4.11940 23.89141  0.109
H -8.03884 -3.47508 21.50423  0.113
H -7.62572 -1.86048 22.32475  0.098
H -8.74846 -1.93930 20.99968  0.077
H -11.30795 -3.95365 22.80672  0.114
H -9.70005 -4.78656 22.22973  0.115
H -10.57433 -3.64966 21.17585  0.106
H -11.36231 -1.80104 23.34660  0.131
H -10.67322 -1.20670 21.76164  0.121
H -9.56580 -0.42839 24.53017  0.125
H -10.63847 0.54189 23.58049  0.112
H -9.03838 0.42160 21.89172  0.023
C -15.62013 2.58020 21.46701  0.037
N -14.44168 3.37010 22.06914  -0.279
C -14.33696 4.76386 21.29879  0.044
C -14.66209 3.79907 23.56319  0.054
C -13.16952 2.59509 21.79917  -0.094
C -13.22834 1.03596 22.12888  -0.229
O -13.82788 0.84300 23.35602  -0.047
H -15.26498 2.03240 20.59415  0.099
H -16.41381 3.26671 21.17228  0.114
H -16.02316 1.82551 22.14237  0.114
H -13.45076 5.33201 21.58157  0.111
H -15.27615 5.22234 21.60832  0.102
H -14.40995 4.65083 20.21713  0.090
H -13.75094 4.22229 23.98601  0.109
H -14.83623 2.87767 24.11887  0.094
H -15.54098 4.43925 23.63954  0.116
H -12.39089 2.98177 22.45668  0.112
H -12.76522 2.82171 20.81262  0.100
H -12.19003 0.70686 22.17015  0.082
H -13.83288 0.36838 21.51490  0.129
H -14.09484 -0.07864 23.38606  0.115
C -13.57115 4.42975 15.10713  0.038
N -12.17902 3.87320 15.46621  -0.278
C -11.54528 3.53324 14.12156  0.003
C -11.31759 4.95611 16.19447  0.039
C -12.30713 2.55287 16.35061  -0.067
C -13.21117 2.62946 17.55261  -0.231
O -12.65536 3.43051 18.54860  -0.084
H -14.23842 3.61722 14.81966  0.120
H -13.51213 5.14549 14.28717  0.118
H -13.91582 4.84082 16.05599  0.103
H -11.83166 2.61166 13.61484  0.122
H -10.47701 3.59174 14.33003  0.077
H -11.63132 4.37755 13.43758  0.115
H -11.82393 5.43796 17.03086  0.104
H -11.00697 5.73356 15.49648  0.114
H -10.42604 4.48418 16.60738  0.083
H -11.26655 2.32620 16.58280  0.082
H -12.64661 1.74069 15.70779  0.139
H -13.40796 1.67684 18.04444  0.133
H -14.21934 2.90942 17.24712  0.129
H -11.74085 3.17796 18.69512  0.033
C -8.59453 1.69322 15.21933  0.003
N -8.22087 0.30164 15.76754  -0.307
C -7.73828 -0.70831 14.68563  0.062
C -7.11389 0.55996 16.74940  -0.018
C -9.60326 -0.25955 16.40621  -0.029
C -9.44415 -1.58078 17.25517  -0.191
O -8.67855 -1.27051 18.38149  -0.089
H -7.75685 1.99797 14.59199  0.117
H -8.88230 2.34815 16.04173  0.087
H -9.36949 1.49985 14.47762  0.093
H -7.74689 -1.70521 15.12635  0.106
H -6.73598 -0.41548 14.37297  0.115
H -8.40283 -0.60446 13.82791  0.112
H -7.81338 0.93886 17.49455  0.076
H -6.34860 1.24115 16.37738  0.109
H -6.78749 -0.41558 17.10980  0.112
H -10.28869 -0.50013 15.59355  0.131
H -10.07897 0.60946 16.86076  0.086
H -9.13544 -2.46197 16.69277  0.130
H -10.40317 -1.92612 17.64133  0.128
H -9.03809 -0.52411 18.86650  0.035
C -6.15371 2.38033 26.38644  0.043
N -6.62924 2.69482 24.95190  -0.311
C -6.14780 1.52923 24.05400  0.030
C -8.11538 2.75318 24.83779  0.006
C -6.03094 4.03247 24.44849  -0.076
C -4.54753 3.97555 24.10152  -0.210
O -3.78082 3.77327 25.30898  -0.044
H -6.22564 3.34665 26.88558  0.108
H -5.10274 2.09979 26.45633  0.113
H -6.83899 1.76402 26.96837  0.116
H -6.56674 1.57626 23.04882  0.074
H -6.54227 0.65526 24.57232  0.109
H -5.06334 1.55914 23.94828  0.104
H -8.29416 3.01508 23.79494  0.073
H -8.50929 3.60549 25.39143  0.125
H -8.51190 1.77568 25.11233  0.101
H -6.18585 4.76624 25.23949  0.146
H -6.62586 4.29471 23.57361  0.114
H -4.20039 4.98349 23.87425  0.127
H -4.26659 3.33300 23.26708  0.109
H -3.46229 4.62209 25.62464  0.112
C -9.50430 3.14474 20.99900  0.017
C -9.67845 2.11128 19.91559  -0.686
O -9.43395 0.90588 20.19153  -0.057
O -9.97417 2.46536 18.74649  -0.059
H -10.45178 3.21422 21.53337  0.066
H -9.31930 4.14676 20.61192  0.069
H -8.72340 2.78259 21.66770  0.058

=====

ORCA calculation (ωB97M-V with the def2-TZVPD basis set) on 2 unconnected molecules or ions with the total composition C5H14NOS.

Summary:
Total energy (a.u.): -727.0722
Total charge: -1
Orbital gap (Eh): 0.217
Max |F| (eV/A): 2.84
Energy above the lowest of the compared OMol25 structures with the same formula, charge and spin (eV): 1.613
HOMO energy (eV): -2.42

Each line ends with the natural charge from an NBO analysis.
Atoms and positions in Å:
C -0.96743 0.15019 -1.47513  -0.229
N -0.25320 0.50899 -0.22682  -0.659
C -0.70800 -0.40633 0.87304  -0.252
C -0.09808 -0.04987 2.20534  -0.521
S 1.75700 -0.06548 2.19388  -0.744
C -0.66619 -1.13490 -2.23338  -0.421
C -0.92550 -2.56772 -1.66863  -0.619
H -1.06973 1.03307 -2.09066  0.195
H -2.01280 -0.01722 -1.13198  0.166
H 0.74738 0.33221 -0.32116  0.381
H -0.22685 -1.37404 0.64700  0.176
H -1.77893 -0.29449 0.86555  0.169
H -0.48353 0.91059 2.57118  0.174
H -0.33350 -0.83676 2.93151  0.187
H 0.39465 -1.21945 -2.47997  0.192
H -1.19858 -1.01862 -3.18871  0.192
H 0.00195 -3.11045 -1.79948  0.203
H -1.16873 -2.55907 -0.61904  0.222
H -1.66831 -3.21298 -2.15457  0.191
H 0.82486 2.81595 -2.15063  0.493
H -0.31479 2.99168 -0.87298  0.516
O 0.20288 3.31683 -1.59954  -1.010

=====

ORCA calculation (ωB97M-V with the def2-TZVPD basis set) on 7 unconnected molecules or ions with the total composition C34H37N9P.

Summary:
Total energy (a.u.): -2151.5413
Total charge: +1
Orbital gap (Eh): 0.194
Max |F| (eV/A): 3.82
HOMO energy (eV): -10.92

Each line ends with the Löwdin charge.
Atoms and positions in Å:
N -1.56038 1.58250 -0.94643  -0.297
P -2.12741 0.09995 -0.69709  0.759
C -1.58260 -0.95320 -2.12923  -0.260
C -0.67844 -2.09037 -1.87369  0.037
C -0.26130 -2.84547 -3.08331  -0.048
N -0.64166 -2.56304 -4.32717  0.118
N -1.46783 -1.56122 -4.45823  0.033
C -1.97758 -0.73019 -3.52525  0.030
H -1.06237 1.62284 -1.83958  -0.028
H -1.48511 -0.37903 0.49077  0.032
H -3.53750 0.21077 -0.54806  0.018
H -0.33490 -2.36267 -0.85596  0.129
H 0.44310 -3.69529 -2.92772  0.125
H -1.77273 -1.36211 -5.42059  0.196
H -2.67601 0.09390 -3.79272  0.161
N -3.72784 0.16070 2.62261  0.027
C -4.30213 1.37067 2.64411  -0.165
C -5.56286 1.61635 3.16297  -0.064
C -6.27468 0.54916 3.68705  -0.068
C -5.70445 -0.71328 3.67608  -0.061
C -4.43620 -0.85296 3.13706  -0.157
H -3.70756 2.17340 2.21996  0.102
H -5.97625 2.61617 3.15624  0.106
H -7.26406 0.69983 4.10101  0.092
H -6.23278 -1.56938 4.07764  0.087
H -3.94674 -1.82094 3.10930  0.100
N 2.21388 2.42701 0.42034  0.076
C 3.48616 2.45022 0.00682  -0.157
C 3.98255 1.64478 -1.00712  -0.071
C 3.11432 0.76127 -1.62551  -0.090
C 1.79168 0.71723 -1.21180  -0.080
C 1.39224 1.56821 -0.19168  -0.154
H 4.12800 3.15555 0.52323  0.119
H 5.02187 1.70839 -1.30320  0.106
H 3.46395 0.11413 -2.42140  0.088
H 1.08429 0.03799 -1.67232  0.059
H 0.36849 1.57256 0.15870  0.060
N 4.47701 -4.38319 -4.07022  0.064
C 5.63633 -3.99150 -3.53382  -0.132
C 5.74922 -2.97521 -2.59592  -0.051
C 4.59567 -2.32475 -2.19334  -0.079
C 3.38071 -2.71370 -2.73849  -0.091
C 3.37829 -3.74336 -3.66609  -0.167
H 6.51176 -4.52805 -3.88241  0.110
H 6.71519 -2.70171 -2.19305  0.111
H 4.64140 -1.52517 -1.46367  0.098
H 2.45606 -2.22763 -2.44906  0.067
H 2.45184 -4.08616 -4.11930  0.088
N 4.95050 0.91947 3.73853  0.056
C 3.90685 1.38969 3.04665  -0.153
C 2.68036 1.69732 3.61394  -0.073
C 2.52274 1.50340 4.97745  -0.082
C 3.58927 1.01527 5.71548  -0.075
C 4.77516 0.74243 5.05158  -0.156
H 4.07844 1.52108 1.98542  0.064
H 1.87197 2.07807 3.00400  0.085
H 1.57913 1.73070 5.45956  0.105
H 3.50371 0.85069 6.78159  0.101
H 5.63895 0.36239 5.58681  0.103
N 6.39206 3.73066 -3.19356  0.056
C 7.45831 3.88996 -3.98379  -0.148
C 7.43241 3.71374 -5.35870  -0.069
C 6.23424 3.34743 -5.95000  -0.081
C 5.11522 3.17443 -5.15057  -0.076
C 5.24751 3.37918 -3.78636  -0.167
H 8.37329 4.17348 -3.47507  0.105
H 8.32682 3.85915 -5.94983  0.104
H 6.17285 3.19868 -7.02159  0.106
H 4.16199 2.88812 -5.57590  0.098
H 4.40033 3.26048 -3.11939  0.084
N -8.63803 -2.60952 4.63138  0.051
C -9.07038 -1.37644 4.93100  -0.171
C -10.28341 -0.85991 4.50405  -0.070
C -11.09767 -1.65917 3.71877  -0.077
C -10.67326 -2.93614 3.39389  -0.071
C -9.44454 -3.36059 3.87385  -0.150
H -8.39766 -0.78660 5.54523  0.099
H -10.58245 0.14307 4.77944  0.104
H -12.05296 -1.29059 3.36448  0.109
H -11.28178 -3.58940 2.78265  0.104
H -9.07258 -4.35451 3.64858  0.103

=====

Repeat the second record exactly.
ORCA calculation (ωB97M-V with the def2-TZVPD basis set) on a single C5H8N2O2 molecule.

Summary:
SMILES: C[C@]12CONC(=O)[C@@H]1N2
Total energy (a.u.): -455.1521
Total charge: 0
Orbital gap (Eh): 0.364
Max |F| (eV/A): 2.42
Energy above the lowest of the compared OMol25 structures with the same formula, charge and spin (eV): 5.616
HOMO energy (eV): -9.19

Each line ends with the natural charge from an NBO analysis.
Atoms and positions in Å:
C 0.55701 -0.82621 1.35144  -0.634
C 0.76618 -0.28706 -0.03406  0.037
C 0.95416 1.20135 -0.16955  -0.085
O -0.33424 1.78191 -0.41383  -0.397
N -1.39073 1.04728 0.28847  -0.389
C -1.61613 -0.29376 -0.24993  0.664
O -2.62289 -0.91664 -0.05759  -0.537
C -0.37431 -0.58461 -1.02204  -0.200
N 0.80576 -1.47729 -0.92377  -0.524
H -0.20208 -1.61159 1.32939  0.234
H 1.53007 -1.38684 1.65903  0.226
H 0.35184 -0.01933 2.12064  0.225
H 1.48324 1.43513 -1.10677  0.203
H 1.47658 1.58785 0.67245  0.194
H -2.28418 1.61835 0.26271  0.400
H -0.38342 0.05196 -1.90462  0.217
H 1.28313 -1.32052 -1.80197  0.364

=====

Q: orbital gap of number 3 (C36H93N6O7)?
A: 0.395 Eh